# 1
ORCA calculation (ωB97M-V with the def2-TZVPD basis set) on a molecular structure, C48H38CsIN6O2P.

As for the total charge: -1. For the HOMO energy, the calculation gives -0.1732 hartree. The value obtained for the LUMO energy is 0.073 Ha. For the HOMO-LUMO gap, the calculation gives 6.711 eV.

Geometry (Å):
Cs  -0.0634  -0.5125  -1.8763
C  -1.8808  4.7125  -1.0367
C  -1.7206  3.2217  -1.1773
N  -0.5819  2.6196  -1.1655
N  0.5298  3.3829  -1.0748
C  1.6318  2.6174  -0.9714
O  1.6859  1.3768  -0.8995
C  2.9119  3.4090  -0.9028
C  2.9303  4.7983  -0.8119
C  4.1331  5.4758  -0.6779
C  5.3334  4.7738  -0.6385
C  5.3211  3.3889  -0.7395
C  4.1150  2.7138  -0.8687
C  -2.9319  2.3876  -1.3435
C  -4.2080  2.9588  -1.2804
C  -5.3258  2.1598  -1.4476
C  -5.1611  0.8054  -1.6843
C  -3.8619  0.3168  -1.7363
N  -2.7842  1.0712  -1.5643
H  -0.8988  5.1526  -0.8930
H  -2.5115  4.9636  -0.1792
H  -2.3392  5.1497  -1.9284
H  1.9874  5.3268  -0.8330
H  4.1374  6.5565  -0.5994
H  6.2722  5.3036  -0.5314
H  6.2525  2.8361  -0.7126
H  4.0754  1.6339  -0.9346
H  -4.3250  4.0187  -1.1048
H  -6.3163  2.5968  -1.3985
H  -6.0023  0.1418  -1.8313
H  -3.6681  -0.7348  -1.9253
O  -0.9856  -3.8414  -5.7450
C  -0.6110  -2.9652  -4.9237
N  -0.8653  -2.9176  -3.6330
C  -1.6790  -4.0314  -3.2281
C  -2.2567  -3.9408  -1.8362
C  -2.7052  -5.1151  -1.2155
C  -3.3017  -5.0511  0.0252
C  -3.4356  -3.8152  0.6468
C  -2.9456  -2.7080  -0.0171
N  -2.3703  -2.7609  -1.2240
C  0.2514  -1.8548  -5.5228
C  0.7146  -2.0453  -6.8279
C  1.5050  -1.0761  -7.4140
C  1.8214  0.0691  -6.6943
C  1.3202  0.1808  -5.4102
N  0.5555  -0.7518  -4.8414
H  -1.1318  -4.9854  -3.2943
H  -2.5277  -4.1776  -3.9176
H  -2.5770  -6.0620  -1.7251
H  -3.6519  -5.9540  0.5116
H  -3.8847  -3.7092  1.6250
H  -3.0015  -1.7241  0.4383
H  0.4266  -2.9530  -7.3367
H  1.8745  -1.2077  -8.4245
H  2.4389  0.8522  -7.1143
H  1.5355  1.0553  -4.8028
I  0.4648  -3.3836  0.5180
C  1.9096  -3.4447  2.0570
C  2.7526  -4.5178  1.9299
C  3.6489  -4.8819  2.9483
C  3.6340  -4.1924  4.1206
C  2.7870  -3.0709  4.2855
C  2.7771  -2.4101  5.5381
C  1.9962  -1.3185  5.7463
C  1.2633  -0.7924  4.6666
C  1.2476  -1.3716  3.4226
P  0.5803  -0.3350  2.0368
C  -1.2170  -0.3173  2.3432
C  -1.8704  -1.1969  3.2001
C  -3.2551  -1.1711  3.3114
C  -3.9997  -0.2606  2.5729
C  -3.3541  0.6129  1.7050
C  -1.9739  0.5751  1.5800
C  1.0777  1.3422  2.5868
C  2.3288  1.7827  2.1597
C  2.7823  3.0531  2.4874
C  1.9812  3.9045  3.2323
C  0.7267  3.4818  3.6525
C  0.2784  2.2090  3.3332
C  1.9512  -2.6099  3.2193
H  2.7006  -5.1239  1.0359
H  4.3037  -5.7313  2.8038
H  4.2666  -4.4838  4.9503
H  3.4099  -2.8058  6.3241
H  1.9730  -0.8213  6.7074
H  0.7321  0.1404  4.8115
H  -1.2978  -1.9106  3.7811
H  -3.7521  -1.8645  3.9795
H  -5.0790  -0.2402  2.6597
H  -3.9267  1.3087  1.1032
H  -1.4754  1.2352  0.8758
H  2.9262  1.1410  1.5233
H  3.7446  3.3894  2.1205
H  2.3237  4.9051  3.4657
H  0.0910  4.1493  4.2216
H  -0.7072  1.8927  3.6530

Forces on the atoms, in the same order (eV/Å):
Cs -0.35 -0.20 -0.01
C 0.02 -0.05 -0.01
C 0.11 0.10 0.03
N -0.26 -0.07 -0.06
N 0.23 0.01 0.07
C -0.48 0.11 0.04
O 0.62 0.30 0.08
C 0.08 -0.02 0.07
C 0.00 0.01 0.01
C 0.04 -0.02 0.00
C -0.05 0.00 -0.01
C -0.01 0.02 0.00
C 0.04 -0.01 0.00
C 0.00 -0.08 0.01
C -0.04 0.05 0.01
C -0.03 -0.03 -0.01
C 0.01 0.01 0.00
C 0.05 0.02 0.01
N -0.03 0.07 -0.07
H 0.00 0.01 -0.01
H 0.00 0.01 -0.01
H -0.02 0.01 0.01
H 0.01 0.00 0.00
H 0.00 0.00 0.00
H 0.00 0.01 0.00
H 0.00 -0.01 0.00
H 0.01 0.00 0.00
H 0.02 -0.01 0.00
H 0.00 -0.01 0.00
H -0.01 0.00 0.00
H 0.00 -0.01 0.00
O 0.00 0.00 0.00
C -0.10 -0.20 0.01
N 0.08 0.18 -0.09
C -0.04 -0.03 -0.02
C 0.07 -0.02 0.07
C 0.00 0.03 -0.04
C -0.02 -0.04 0.04
C 0.00 0.03 0.00
C 0.00 -0.08 -0.06
N -0.03 0.07 -0.06
C 0.11 -0.02 -0.15
C 0.01 0.07 -0.01
C 0.00 -0.02 -0.01
C 0.02 0.01 -0.01
C -0.10 -0.14 -0.03
N 0.00 0.00 0.17
H 0.01 0.01 -0.01
H -0.01 0.01 0.02
H 0.00 0.00 0.00
H 0.00 0.00 0.00
H 0.00 -0.01 0.00
H 0.00 0.00 0.00
H -0.01 -0.01 0.01
H 0.00 0.00 0.00
H 0.00 0.00 0.01
H 0.01 0.01 -0.01
I 0.09 0.11 0.36
C -0.01 -0.16 -0.18
C 0.00 -0.01 -0.04
C 0.03 0.01 0.05
C -0.02 0.00 -0.03
C -0.07 0.03 -0.08
C 0.05 -0.05 0.02
C -0.03 0.03 -0.02
C -0.01 0.01 0.05
C -0.08 0.05 0.04
P 0.21 -0.10 -0.39
C 0.00 -0.06 0.03
C -0.01 -0.03 0.04
C -0.07 0.04 -0.02
C 0.06 -0.02 0.03
C 0.00 0.00 0.00
C 0.00 0.00 -0.01
C -0.10 0.07 0.09
C -0.02 0.03 0.00
C 0.03 -0.06 -0.05
C -0.05 0.01 0.03
C 0.04 0.02 -0.01
C 0.03 -0.05 -0.05
C 0.01 0.02 0.08
H 0.00 0.00 0.01
H 0.01 0.00 0.01
H 0.01 0.00 0.00
H -0.01 0.01 0.01
H 0.01 0.00 0.00
H 0.02 -0.03 0.02
H -0.01 0.02 0.00
H 0.00 0.00 0.00
H -0.01 0.00 0.00
H 0.00 0.00 0.01
H -0.01 0.02 -0.01
H 0.01 0.01 -0.01
H 0.00 0.00 0.00
H 0.00 0.00 0.00
H 0.00 0.00 0.00
H -0.02 0.01 0.00

# 2
ORCA calculation (ωB97M-V with the def2-TZVPD basis set) on a molecular structure, C19H32N6O2OsS2Si.

As for the total charge: +2. For the HOMO energy (spin up / spin down), the calculation gives -0.4917 / -0.4918 hartree. The value obtained for the LUMO energy (spin up / spin down) is -0.323 / -0.323 Ha. For the HOMO-LUMO gap (spin up / spin down), the calculation gives 4.583 / 4.600 eV.

Geometry (Å):
Os  -0.7076  -1.0021  -0.9908
N  -2.6705  2.0861  -3.2689
C  -1.8939  1.0855  -2.8173
S  -2.6720  -0.1583  -1.8187
N  -0.6190  1.0848  -3.0752
N  -0.0807  -0.1218  -2.6577
C  0.6689  -0.7644  -3.4768
C  0.7682  -2.1885  -3.2171
C  1.5281  -3.0757  -3.9504
C  1.3550  -4.4378  -3.7266
C  0.4203  -4.8565  -2.7980
C  -0.2914  -3.9043  -2.0814
N  -0.1160  -2.5995  -2.2739
H  -3.6705  1.9817  -3.2385
H  -2.2894  2.7099  -3.9641
H  1.0082  -0.3021  -4.3954
H  2.2255  -2.7119  -4.6923
H  1.9307  -5.1588  -4.2910
H  0.2333  -5.9062  -2.6238
H  -1.0273  -4.1874  -1.3414
C  -0.6532  4.9044  0.0950
C  -1.1454  3.7078  0.9141
S  -2.1346  2.6414  -0.1344
O  -0.9094  0.0533  0.6064
C  -3.7657  2.7156  0.6085
C  -3.8461  1.9771  1.9417
H  -0.0048  5.5108  0.7267
H  -1.4794  5.5295  -0.2400
H  -0.0806  4.5837  -0.7745
H  -1.7368  4.0054  1.7776
H  -0.3132  3.0829  1.2393
H  -4.4297  2.2738  -0.1339
H  -4.0042  3.7774  0.7135
H  -3.5449  0.9368  1.8267
H  -4.8777  2.0072  2.2903
H  -3.2214  2.4457  2.6992
C  -0.5995  1.5382  3.7659
Si  0.6030  0.5776  2.7288
C  2.3089  1.3134  2.7542
C  0.5360  -1.2017  3.2400
O  0.2646  0.7653  1.0451
H  -0.2745  1.4792  4.8077
H  -1.6020  1.1106  3.7196
H  -0.6511  2.5971  3.5080
H  2.5410  1.7280  3.7367
H  2.4073  2.1232  2.0271
H  3.0663  0.5610  2.5253
H  0.5150  -1.2533  4.3312
H  1.4028  -1.7668  2.9022
H  -0.3706  -1.6899  2.8769
N  2.4340  0.1133  -0.8302
C  2.3652  -1.1196  -0.2490
C  3.5214  -1.8123  0.1469
C  3.4082  -3.0623  0.6963
C  2.1401  -3.6248  0.8825
C  1.0586  -2.8959  0.4772
N  1.1499  -1.6786  -0.1098
H  3.3303  0.5721  -0.7832
H  1.6474  0.7177  -0.6289
H  4.4882  -1.3457  0.0135
H  4.2954  -3.6016  1.0009
H  2.0078  -4.5922  1.3434
H  0.0534  -3.2774  0.6149

Forces on the atoms, in the same order (eV/Å):
Os -1.48 0.85 0.70
N 0.14 -0.67 -0.02
C -0.04 0.89 -0.28
S 0.87 -0.59 0.35
N 0.03 -0.32 0.05
N 0.15 0.39 -0.08
C -0.04 0.18 0.05
C 0.20 -0.22 -0.05
C -0.07 0.15 0.05
C -0.02 -0.09 0.02
C 0.00 -0.01 -0.03
C -0.09 -0.02 0.00
N -0.05 -0.13 0.12
H -0.03 0.09 0.06
H 0.03 0.08 0.07
H -0.04 0.04 0.00
H -0.01 0.02 -0.01
H 0.00 -0.01 0.01
H -0.01 0.00 0.01
H -0.01 -0.03 0.00
C 0.05 -0.02 0.41
C 0.24 0.01 -0.29
S -0.20 -0.28 -0.47
O 1.33 -0.36 -0.88
C 0.15 0.07 0.30
C -0.32 0.16 -0.23
H 0.06 0.10 -0.04
H -0.02 -0.05 -0.02
H -0.03 -0.03 -0.01
H 0.03 0.01 0.04
H 0.05 0.21 0.15
H -0.10 0.04 0.03
H -0.17 -0.12 0.01
H 0.03 -0.03 -0.01
H -0.01 -0.05 0.12
H 0.03 0.01 0.00
C -0.02 0.01 -0.09
Si -0.09 0.26 0.61
C 0.04 -0.05 -0.15
C 0.02 -0.06 -0.10
O -0.53 -0.41 -0.42
H 0.02 -0.03 0.01
H -0.01 0.02 -0.01
H 0.00 -0.06 -0.01
H -0.03 -0.03 0.00
H -0.01 0.03 0.04
H 0.03 0.00 -0.01
H -0.01 0.02 -0.01
H 0.04 -0.05 -0.01
H -0.02 -0.02 0.03
N 0.00 -0.21 0.08
C 0.03 0.35 -0.12
C 0.04 -0.05 0.02
C 0.09 0.06 -0.03
C -0.17 0.04 -0.02
C 0.11 -0.15 0.13
N -0.16 -0.05 -0.12
H 0.01 0.02 -0.02
H 0.03 0.06 -0.01
H -0.02 0.02 0.00
H 0.00 0.01 0.00
H -0.01 0.01 0.01
H -0.01 0.00 0.04

# 3
ORCA calculation (ωB97M-V with the def2-TZVPD basis set) on a molecular structure, C2H2FOPb.

As for the total charge: +1. For the HOMO energy, the calculation gives -0.5318 hartree. The value obtained for the LUMO energy is -0.248 Ha. For the HOMO-LUMO gap, the calculation gives 7.718 eV.

Geometry (Å):
C  -0.4817  0.0792  0.2886
C  0.5306  -0.7460  0.1293
O  -0.7505  1.3077  -0.0002
H  0.2513  -1.7875  -0.0549
H  -1.9594  1.1397  -0.2992
Pb  2.5798  -0.1093  0.0928
F  -2.1505  -0.2805  -0.1049

Forces on the atoms, in the same order (eV/Å):
C -3.42 3.21 -3.99
C -0.57 -1.49 0.70
O -1.10 -0.67 1.03
H 0.23 0.12 0.33
H 3.09 -0.86 1.17
Pb 0.19 0.18 0.04
F 1.57 -0.48 0.72

# 4
ORCA calculation (ωB97M-V with the def2-TZVPD basis set) on 2 unconnected molecules or ions with the total composition ClH3NOP.

As for the total charge: 0. For the HOMO energy, the calculation gives -0.3789 hartree. As for the SMILES: O=PCl.N. The value obtained for the LUMO energy is -0.017 Ha. For the HOMO-LUMO gap, the calculation gives 9.849 eV.

Geometry (Å):
N  -0.4205  -0.3508  -0.5059
O  0.2896  0.4799  1.8261
P  1.2206  1.3458  1.2547
Cl  2.9564  0.2560  1.1362
H  -1.1345  0.4628  -0.5083
H  -0.6554  -0.8405  -1.3348
H  -0.6289  -0.7746  0.1931

Forces on the atoms, in the same order (eV/Å):
N 1.22 9.31 -10.65
O -3.95 -2.78 3.01
P 3.45 2.82 -2.25
Cl 0.57 0.04 -0.16
H 1.66 -1.52 -0.06
H -0.10 -0.82 -0.73
H -2.86 -7.05 10.84

Ordered energy above the lowest of the compared OMol25 structures with the same formula, charge and spin results: 0.0, 106.5, 73.4, 40.7; unit kcal/mol.
Ordered calculated total energy results: -81369.1656, -65257.9063, -12107.0857, -25397.1900; unit eV.